# 1
The following is a DFT calculation (ωB97M-V with the def2-TZVPD basis set) of 4 unconnected molecules or ions with the total composition C21H46BO6 in a non-equilibrium geometry.

Last column: Löwdin charge in e.
Geometry (Å):
C (4.93843, -2.60909, 1.03759)  0.090
C (4.43686, -2.03021, 1.96130)  -0.143
C (3.76412, -1.45628, 3.13208)  -0.152
C (2.93159, -0.19664, 2.81596)  -0.322
C (3.59181, 0.96484, 1.98398)  -0.155
O (2.55267, 1.44672, 1.14562)  -0.091
B (1.36246, 0.62175, 1.47608)  -0.773
C (0.11600, 0.54981, 0.43434)  -0.124
C (-0.69267, -0.74976, 0.71296)  -0.228
C (-1.11896, -0.89879, 2.18556)  -0.181
C (-2.23963, -1.96557, 2.26964)  -0.268
O (-1.72803, -3.27839, 2.49018)  -0.096
O (2.00140, -0.67338, 1.84243)  -0.057
H (5.56236, -3.24984, 0.47159)  0.004
H (3.05107, -2.20927, 3.48068)  0.115
H (4.45644, -1.29677, 3.96707)  0.111
H (2.33421, 0.06132, 3.69761)  0.130
H (4.31842, 0.58777, 1.25436)  0.116
H (4.00002, 1.70599, 2.68784)  0.115
H (0.89947, 1.14183, 2.51412)  0.108
H (0.46557, 0.47106, -0.60986)  0.087
H (-0.54662, 1.41659, 0.53255)  0.084
H (-0.05404, -1.57886, 0.39499)  0.110
H (-1.59605, -0.70070, 0.08742)  0.088
H (-1.39491, 0.04833, 2.64887)  0.111
H (-0.27549, -1.31977, 2.74423)  0.104
H (-2.78284, -1.96211, 1.31792)  0.086
H (-2.89743, -1.72837, 3.11384)  0.104
H (-0.77223, -3.27504, 2.39320)  0.075
C (3.99754, 3.96467, -0.22812)  -0.068
C (4.65183, 4.79721, 0.85865)  -0.274
O (5.86616, 4.24983, 1.35450)  -0.162
C (6.90011, 4.07772, 0.41006)  -0.292
C (7.34452, 5.36758, -0.26089)  -0.089
H (3.80070, 2.95292, 0.13012)  0.060
H (3.05147, 4.41498, -0.53148)  0.082
H (4.63048, 3.88543, -1.11672)  0.064
H (3.97946, 4.85648, 1.71496)  0.119
H (4.81480, 5.82906, 0.52012)  0.098
H (6.61316, 3.32859, -0.33606)  0.108
H (7.74258, 3.65566, 0.96142)  0.115
H (6.53934, 5.82480, -0.83754)  0.062
H (8.17472, 5.17363, -0.94287)  0.071
H (7.66735, 6.09523, 0.48659)  0.076
C (-3.86594, 3.48769, -3.09290)  -0.085
C (-3.00954, 2.30148, -2.68045)  -0.282
O (-3.28955, 1.81828, -1.38315)  -0.157
C (-4.60506, 1.35515, -1.15277)  -0.282
C (-5.01715, 0.19788, -2.04759)  -0.076
H (-3.75176, 4.30604, -2.37987)  0.080
H (-3.57018, 3.84130, -4.08222)  0.072
H (-4.92640, 3.23252, -3.13331)  0.061
H (-1.96230, 2.60444, -2.66558)  0.122
H (-3.08685, 1.49003, -3.41363)  0.106
H (-5.32018, 2.18379, -1.22917)  0.103
H (-4.62717, 1.02447, -0.11348)  0.119
H (-5.02313, 0.47935, -3.10249)  0.063
H (-6.02066, -0.14316, -1.78831)  0.076
H (-4.32428, -0.63751, -1.93436)  0.076
C (-3.45062, -5.54450, -3.18988)  -0.084
C (-3.42990, -4.20694, -2.46941)  -0.283
O (-4.60017, -3.94426, -1.71670)  -0.166
C (-4.89760, -4.86599, -0.68127)  -0.282
C (-3.81270, -4.97590, 0.37580)  -0.069
H (-4.31645, -5.60854, -3.85211)  0.078
H (-2.54452, -5.66605, -3.78538)  0.075
H (-3.50690, -6.38253, -2.49364)  0.063
H (-3.36188, -3.40513, -3.20584)  0.116
H (-2.54258, -4.11860, -1.83403)  0.111
H (-5.13418, -5.85029, -1.10412)  0.102
H (-5.81562, -4.50420, -0.21502)  0.115
H (-2.87421, -5.34640, -0.03870)  0.072
H (-4.12075, -5.66191, 1.16627)  0.081
H (-3.60878, -4.00276, 0.81894)  0.057

Results
**Lowest unoccupied orbital energy**: 2.7 eV
**Frontier orbital gap**: 6.67 eV
**Max |F|**: 2.81 eV/A
**Total charge**: -1

***

# 2
The following is a DFT calculation (ωB97M-V with the def2-TZVPD basis set) of a gas-phase ion, C4H9NO2 (charge +1) in a non-equilibrium geometry.

Last column: Löwdin charge in e.
Geometry (Å):
O (0.89559, -1.61109, 2.20956)  0.229
C (1.42458, -1.16380, 1.26185)  -0.115
C (0.62481, -0.41202, 0.15955)  -0.327
C (-0.63278, 0.27357, 0.64358)  -0.110
C (-1.42460, 0.94322, -0.46679)  -0.219
O (-1.38941, 0.13375, -1.65093)  -0.067
N (1.46372, 0.42267, -0.52371)  0.267
H (2.40239, -1.59190, 0.96135)  0.173
H (0.36448, -1.26834, -0.49870)  0.208
H (-1.25746, -0.31347, 1.31086)  0.137
H (-0.24695, 1.05150, 1.31957)  0.146
H (-2.46222, 1.08694, -0.19084)  0.129
H (-1.10112, 1.92506, -0.81016)  0.127
H (-1.93216, -0.65398, -1.51494)  0.106
H (1.05843, 1.14327, -1.11914)  0.154
H (2.21270, 0.03461, -1.09113)  0.161

Results
**Lowest unoccupied orbital energy (alpha / beta)**: -4.4 / -8.8 eV
**<S²>**: 0.757
**Frontier orbital gap (alpha / beta)**: 10.57 / 6.16 eV
**Spin multiplicity**: 2
**ΔE to the lowest compared entry with this formula, charge and spin**: 53.2 kcal per mole
**Max |F|**: 2.54 eV/A
**Total charge**: +1

***

# 3
The following is a DFT calculation (ωB97M-V with the def2-TZVPD basis set) of 6 unconnected molecules or ions with the total composition C15H45N9O6 in a non-equilibrium geometry.

Last column: Löwdin charge in e.
Geometry (Å):
C (-9.59341, 1.41124, 5.80596)  -0.115
O (-8.99051, 1.95487, 4.66192)  -0.182
C (-9.62478, 1.68329, 3.41822)  -0.212
C (-10.62161, 2.76077, 3.08325)  -0.458
C (-11.39868, 2.47996, 1.80909)  -0.066
N (-9.95412, 4.08589, 3.01458)  0.054
H (-10.58833, 0.99296, 5.59873)  0.086
H (-9.76962, 2.20368, 6.54124)  0.077
H (-8.97930, 0.62543, 6.25229)  0.083
H (-8.79294, 1.63342, 2.70884)  0.133
H (-10.11582, 0.70304, 3.42020)  0.122
H (-11.31744, 2.78212, 3.93886)  0.138
H (-11.81953, 1.47271, 1.87264)  0.076
H (-10.73162, 2.53373, 0.95102)  0.081
H (-12.24317, 3.16364, 1.74051)  0.073
H (-10.68790, 4.77635, 2.84399)  0.058
H (-9.78216, 4.31621, 3.99747)  0.048
C (-1.40356, 3.95299, 7.60816)  -0.118
O (-2.21099, 4.26798, 6.50357)  -0.178
C (-3.24074, 5.16056, 6.82372)  -0.236
C (-3.82808, 5.72442, 5.55853)  -0.431
C (-2.85372, 6.72554, 4.91289)  -0.072
N (-5.08111, 6.44929, 5.88170)  0.038
H (-0.91706, 4.84915, 8.01630)  0.088
H (-0.63486, 3.25790, 7.28068)  0.086
H (-1.99651, 3.50540, 8.41668)  0.087
H (-4.00759, 4.66560, 7.43979)  0.129
H (-2.90741, 6.04473, 7.38791)  0.131
H (-4.04264, 5.04617, 4.72560)  0.140
H (-1.90262, 6.24300, 4.67757)  0.074
H (-2.68597, 7.62167, 5.50842)  0.076
H (-3.26483, 6.99426, 3.93344)  0.071
H (-5.72650, 5.75062, 6.24537)  0.050
H (-5.51397, 6.72557, 5.00860)  0.048
C (-5.39042, 9.54326, 11.80119)  -0.119
O (-6.23623, 9.00863, 10.81902)  -0.188
C (-7.51299, 9.60767, 10.80920)  -0.227
C (-8.40561, 8.91760, 9.81963)  -0.434
C (-7.69794, 8.65735, 8.49549)  -0.060
N (-9.62918, 9.73811, 9.66302)  0.029
H (-4.69355, 8.75836, 12.10844)  0.087
H (-5.94305, 9.78035, 12.72103)  0.085
H (-4.83217, 10.42232, 11.47019)  0.087
H (-7.96218, 9.56142, 11.80735)  0.126
H (-7.41662, 10.65949, 10.49348)  0.134
H (-8.76719, 7.95738, 10.19496)  0.129
H (-7.28890, 7.63427, 8.50488)  0.076
H (-6.78047, 9.22551, 8.32990)  0.080
H (-8.32927, 8.63904, 7.60850)  0.052
H (-10.21110, 9.26773, 8.97519)  0.064
H (-9.35792, 10.59460, 9.18123)  0.068
N (-11.14876, 3.20136, 9.69056)  0.157
C (-10.72625, 4.21661, 8.88981)  -0.671
N (-9.54180, 4.80838, 9.24715)  0.172
O (-11.34993, 4.59904, 7.91177)  0.006
H (-10.60923, 2.87457, 10.47102)  0.094
H (-11.92818, 2.63249, 9.41938)  0.104
H (-9.23443, 5.51145, 8.59776)  0.084
H (-8.98407, 4.39953, 9.97232)  0.096
N (-10.00898, 6.57826, 6.16338)  0.171
C (-8.77538, 6.49559, 5.57522)  -0.697
N (-8.40718, 7.63102, 4.91530)  0.168
O (-8.07521, 5.49928, 5.62161)  0.017
H (-10.39874, 5.71806, 6.52712)  0.056
H (-10.63167, 7.34095, 5.94713)  0.081
H (-7.51504, 7.66981, 4.46244)  0.091
H (-8.94976, 8.47406, 4.98807)  0.078
N (-11.20078, 8.77881, 2.64256)  0.158
C (-11.22820, 9.77750, 3.58190)  -0.682
N (-11.01467, 11.04077, 3.09273)  0.151
O (-11.47569, 9.56987, 4.75962)  0.009
H (-10.90208, 9.01506, 1.71451)  0.093
H (-11.35458, 7.82951, 2.92288)  0.098
H (-11.08981, 11.77579, 3.76942)  0.105
H (-10.81586, 11.18499, 2.12176)  0.092

Results
**Lowest unoccupied orbital energy**: 0.4 eV
**SMILES**: COC[C@H](C)N.COC[C@H](C)N.COC[C@H](C)N.NC(N)=O.NC(N)=O.NC(N)=O
**Frontier orbital gap**: 9.35 eV
**ΔE to the lowest compared entry with this formula, charge and spin**: 7.4 kcal per mole
**Max |F|**: 2.00 eV/A
**Total charge**: 0

***

# 4
The following is a DFT calculation (ωB97M-V with the def2-TZVPD basis set) of a gas-phase ion, C4H12N3 (charge +1) in a non-equilibrium geometry.

Last column: Löwdin charge in e.
Geometry (Å):
C (0.22832, -2.13375, -0.32196)  -0.248
C (-0.44129, -0.87646, 0.18062)  0.203
C (-0.22703, 0.47449, -0.36263)  -0.318
C (0.34230, 1.69542, 0.52019)  -0.205
N (-0.41692, 2.56139, 1.35171)  0.075
N (-1.23421, 1.18766, -1.34389)  0.119
N (1.59454, -2.50549, -0.02185)  0.004
H (-0.43910, -2.90929, 0.06106)  0.111
H (0.10127, -2.15232, -1.48414)  0.182
H (-1.13647, -1.17239, 1.00703)  0.155
H (-0.73699, 2.31005, 2.29664)  0.116
H (0.89287, 2.30058, -0.19579)  0.128
H (1.23717, 1.06847, 1.05831)  0.172
H (-0.94986, 3.23684, 0.98344)  0.035
H (0.62547, 0.47829, -1.00140)  0.116
H (-1.95262, 1.51338, -0.71388)  0.070
H (-1.60034, 0.63294, -2.09462)  0.075
H (1.90391, -2.96969, 0.87711)  0.124
H (2.20899, -2.74011, -0.79595)  0.086

Results
**Lowest unoccupied orbital energy**: -7.2 eV
**Frontier orbital gap**: 6.22 eV
**ΔE to the lowest compared entry with this formula, charge and spin**: 141.8 kcal per mole
**Max |F|**: 5.00 eV/A
**Total charge**: +1

***

# 5
The following is a DFT calculation (ωB97M-V with the def2-TZVPD basis set) of C3H2ClF4NO in the gas phase in a non-equilibrium geometry.

Last column: Löwdin charge in e.
Geometry (Å):
N (1.95819, -0.69720, 0.39932)  0.186
C (0.99445, 0.21236, 0.47589)  -0.504
O (1.10101, 1.32475, 0.88053)  0.117
C (-0.35584, -0.43353, -0.01542)  -0.333
F (-0.12069, -1.44437, -0.93686)  0.070
F (-0.96687, -1.03782, 1.01053)  0.096
C (-1.47570, 0.77506, -0.69192)  -0.857
F (-0.85813, 1.81075, -1.21937)  0.079
F (-2.08551, 0.13173, -1.65105)  0.106
Cl (-2.50364, 1.40911, 0.58867)  0.770
H (1.53569, -1.63318, 0.23022)  0.133
H (2.77706, -0.41767, 0.92945)  0.136

Results
**Lowest unoccupied orbital energy**: 0.8 eV
**SMILES**: NC(=O)C(F)(F)C(F)(F)Cl
**Frontier orbital gap**: 11.39 eV
**ΔE to the lowest compared entry with this formula, charge and spin**: 0.0 kcal per mole
**Max |F|**: 3.57 eV/A
**Total charge**: 0